1.
23
Properties=species:S:1:pos:R:3:forces:R:3:nbo_charge:R:1 method="wB97M-V/def2-TZVPD" smiles=NCCC[C@H]([NH3+])CO e_above_lowest_ev=1.246 orbital_gap_ev=10.82 multiplicity=1 lumo_ev=-2.9 total_charge=+1
N -0.99524 1.62424 1.34187 1.5 0.9 -0.9 -0.878
C -0.22118 0.76945 2.22828 -1.4 -2.2 0.8 -0.246
C -0.20717 -0.70059 1.69058 0.2 0.2 -0.7 -0.400
C -0.50381 -0.90083 0.16632 -0.5 -0.1 1.2 -0.444
C 0.62969 -0.29751 -0.65001 1.7 -1.3 -0.9 -0.071
N 0.38907 1.09670 -1.07555 -1.5 0.6 -1.9 -0.723
C 1.01272 -1.13053 -1.93486 -2.1 1.0 0.0 -0.070
O 0.17065 -0.61074 -2.99488 0.6 0.7 0.8 -0.762
H -1.93840 1.32371 1.16891 -0.3 -0.1 0.4 0.388
H -0.96682 2.57736 1.66593 -0.4 0.2 0.1 0.393
H 0.81472 1.02324 2.44573 -0.2 0.9 -0.5 0.212
H -0.72870 0.71671 3.20538 0.4 0.1 -0.1 0.203
H -0.81716 -1.39253 2.27095 -0.2 0.3 0.0 0.231
H 0.82023 -1.06814 1.78679 -0.2 -0.1 0.3 0.206
H -0.59020 -1.99267 0.09965 0.7 0.1 -0.6 0.250
H -1.50555 -0.62650 -0.17502 0.1 0.6 0.1 0.224
H 1.49893 -0.27276 0.00820 0.1 0.0 -0.1 0.220
H -0.10133 1.61586 -0.32207 0.0 0.2 0.7 0.469
H 1.08408 1.63661 -1.60286 0.9 -0.4 1.0 0.443
H -0.27715 1.05253 -1.86884 -0.4 -0.5 0.4 0.449
H 2.03369 -0.99733 -2.26281 0.4 -0.3 0.3 0.201
H 0.67536 -2.14323 -1.73476 0.8 -0.3 0.0 0.204
H -0.27644 -1.30307 -3.45695 -0.3 -0.7 -0.4 0.501

***

2.
23
Properties=species:S:1:pos:R:3:forces:R:3:nbo_charge:R:1 method="wB97M-V/def2-TZVPD" e_above_lowest_ev=1.578 orbital_gap_ev=10.40 multiplicity=1 lumo_ev=-3.1 total_charge=+1
C 1.14461 -0.75809 2.73986 -0.5 0.1 -2.2 -0.617
C 0.70922 -0.24648 1.33845 -1.2 0.0 0.0 -0.022
C -0.83995 -0.25522 1.15311 0.3 2.0 -0.8 -0.436
C -1.11187 0.69579 -0.01770 -0.1 -0.8 1.7 -0.112
C -1.64805 0.25497 -1.12616 0.0 0.5 -0.7 -0.095
N -1.55137 1.06913 -2.37977 0.0 -0.1 0.3 -0.715
N 1.31748 -0.99781 0.22745 0.1 1.1 0.1 -0.874
H 0.60742 -1.69883 2.80410 0.0 -0.2 0.8 0.211
H 2.19208 -0.98439 2.59111 0.4 0.1 0.8 0.216
H 0.90933 -0.04633 3.52456 0.2 -0.2 0.2 0.231
H 0.89052 0.83038 1.20766 0.8 -0.3 0.1 0.180
H -1.35032 -1.18039 0.90970 0.2 -0.5 0.7 0.219
H -1.19521 0.30824 2.02308 -0.5 -0.8 0.2 0.234
H -0.82181 1.70430 0.25039 0.2 0.3 -0.8 0.222
H -1.98054 -0.76212 -1.25484 0.0 0.0 -0.3 0.230
H -2.14081 1.90124 -2.46183 0.0 -0.2 0.3 0.438
H -0.52918 1.30160 -2.41637 -0.3 -0.3 -0.2 0.477
H -1.73553 0.47160 -3.18569 0.0 0.1 0.0 0.443
H 0.99490 -1.95018 0.27329 0.2 -0.4 -0.1 0.374
H 2.32496 -0.96802 0.33985 0.0 -0.4 0.0 0.378
H 1.54662 1.05168 -2.66465 0.4 -0.6 0.4 0.491
H 1.29494 -0.08380 -1.53386 0.2 -0.1 0.6 0.525
O 0.97259 0.34273 -2.34173 -0.4 0.9 -1.1 -1.001

***

3.
23
Properties=species:S:1:pos:R:3:forces:R:3:nbo_charge:R:1 method="wB97M-V/def2-TZVPD" smiles=C[NH2+]CCNCCO e_above_lowest_ev=3.085 orbital_gap_ev=10.45 multiplicity=1 lumo_ev=-2.9 total_charge=+1
C 0.70317 2.40814 -2.52341 -1.5 -0.1 0.5 -0.410
N 0.15475 1.10384 -1.94054 0.5 -0.4 0.7 -0.583
C 1.33012 0.24832 -1.47719 1.5 -2.3 0.4 -0.282
C 1.34922 0.30763 0.07031 2.5 1.4 1.5 -0.272
N -0.02448 0.31516 0.61761 1.0 2.0 -0.8 -0.648
C -0.51448 -1.00752 0.86576 -0.1 -2.8 0.0 -0.266
C -1.76471 -1.22188 1.80700 1.3 0.5 -0.1 -0.061
O -1.32100 -2.31373 2.59856 -0.7 -0.6 1.3 -0.728
H 1.12303 2.30872 -3.54601 0.0 -0.3 1.0 0.246
H 1.35245 2.69244 -1.71861 0.9 0.6 -0.3 0.218
H -0.09527 3.16637 -2.55243 0.1 -0.5 -0.1 0.235
H -0.46061 0.61953 -2.62745 0.6 0.3 0.9 0.441
H -0.36095 1.18056 -0.85968 0.6 -0.4 -2.0 0.481
H 1.26786 -0.85721 -1.66655 -0.9 1.1 -0.7 0.246
H 2.38211 0.47884 -1.89263 -2.0 0.4 0.4 0.256
H 2.00418 1.24007 0.35060 -1.9 -1.0 -0.2 0.222
H 2.00169 -0.46219 0.62416 -1.0 0.4 -1.5 0.240
H 0.01757 0.89440 1.45594 -0.4 -0.3 -0.1 0.401
H -0.76029 -1.58375 -0.03935 0.0 0.8 -0.4 0.197
H 0.34633 -1.66928 1.22563 -1.2 1.0 0.3 0.206
H -1.83356 -0.36735 2.47917 -0.5 0.4 -0.3 0.170
H -2.75060 -1.38401 1.22553 1.7 0.0 1.1 0.198
H -1.19777 -2.08840 3.55887 -0.5 -0.1 -1.6 0.492

***

4.
25
Properties=species:S:1:pos:R:3:forces:R:3:nbo_charge:R:1 method="wB97M-V/def2-TZVPD" e_above_lowest_ev=0.000 orbital_gap_ev="3.99 / 7.81" multiplicity=2 s2=0.7556 lumo_ev="0.5 / 0.5"
C -3.02758 1.92986 1.30783 1.0 0.2 -0.3 -0.596
C -2.91153 0.44906 0.91639 0.1 0.9 -0.6 -0.428
C -1.50042 -0.03386 0.81741 -0.2 -0.3 0.5 0.108
C -0.40933 0.52827 0.26615 0.3 0.2 0.3 -0.116
N 0.64321 -0.38818 0.28594 -0.3 -0.5 0.0 -0.565
C 0.17799 -1.56947 0.88060 -0.2 1.0 0.5 -0.074
N -1.15789 -1.31221 1.23140 0.2 -0.4 -0.3 -0.582
H -2.81383 2.03625 2.37263 -0.5 0.1 0.1 0.207
H -3.96633 2.38614 0.99064 -0.1 -0.1 0.4 0.206
H -2.22274 2.52126 0.84794 -0.2 -0.2 -0.2 0.204
H -3.34007 0.30302 -0.07734 -0.3 0.0 0.1 0.210
H -3.50816 -0.11019 1.62308 0.0 -0.5 0.2 0.204
H -0.29750 1.52944 -0.10590 0.1 0.0 -0.2 0.215
H 1.62585 -0.20158 0.23974 0.0 0.4 -0.2 0.420
H 0.66313 -2.49947 0.93175 0.4 -0.8 -0.2 0.182
H -1.72997 -1.98860 1.69465 -0.3 0.2 0.0 0.402
H 2.62481 1.83544 -2.11188 0.5 0.5 -0.1 0.486
H 2.74108 2.65103 -0.71029 0.4 0.3 -0.6 0.481
O 2.34353 1.93855 -1.20630 -0.9 -0.9 0.7 -0.963
H 4.52803 -1.95313 -0.24018 -0.1 -0.1 0.0 0.464
H 4.40377 -0.56084 -0.79387 -0.2 0.1 -0.1 0.467
O 3.88123 -1.35243 -0.62573 0.3 0.0 0.1 -0.928
H 0.65777 -1.59729 -3.32590 0.1 0.0 0.2 0.460
H 1.36858 -2.74529 -2.63883 0.1 0.0 0.1 0.463
O 1.22636 -1.79577 -2.56995 -0.1 0.0 -0.4 -0.925

***

5.
28
Properties=species:S:1:pos:R:3:forces:R:3:nbo_charge:R:1 method="wB97M-V/def2-TZVPD" orbital_gap_ev=3.02 multiplicity=1 lumo_ev=-1.1
N 1.33379 -1.48076 1.35865 0.2 1.1 0.3 -1.289
P 1.71927 -0.87225 0.01405 0.1 -1.3 0.2 2.238
O 3.24456 -0.27586 -0.00556 -0.3 0.5 0.0 -0.990
O 1.54674 -1.64452 -1.34220 0.3 1.0 -0.1 -0.955
C 0.67452 0.60673 -0.28537 -0.1 -0.6 0.2 -0.415
N 1.01057 1.53663 0.88444 -0.3 0.8 -0.2 -0.524
C -0.30192 2.09427 1.40928 -0.4 -0.3 -0.2 -0.217
C -1.20287 1.92706 0.19630 0.9 -0.2 -0.1 -0.406
C -0.83792 0.47224 -0.15410 -0.6 0.2 0.2 -0.273
C -1.61582 -0.17692 -1.29356 0.0 0.4 0.1 -0.077
O -1.76790 -1.55190 -1.07380 -0.2 -0.2 -0.3 -0.246
O -2.88011 -1.70548 -0.18662 0.1 0.2 0.1 -0.441
H 2.05738 -1.54899 2.06042 -0.1 -0.5 0.1 0.400
H 3.34299 0.51835 -0.54749 0.2 -0.3 -0.2 0.486
H 2.31724 -2.18561 -1.57813 -0.5 -0.6 0.1 0.540
H 0.89957 1.09951 -1.23238 0.2 0.2 0.1 0.230
H 1.56773 2.31447 0.54119 0.2 -0.1 0.2 0.422
H 1.52183 1.03406 1.62145 0.0 -0.3 -0.1 0.461
H -0.64370 1.40882 2.17818 0.1 0.1 0.3 0.235
H -0.17670 3.09976 1.79173 0.2 0.1 0.0 0.226
H -2.25378 2.12541 0.36658 -0.1 0.0 0.1 0.252
H -0.77970 2.56691 -0.58466 -0.6 0.3 -0.2 0.192
H -1.07426 -0.11114 0.74058 0.1 -0.3 -0.1 0.266
H -1.15222 -0.05204 -2.27300 0.2 -0.1 0.0 0.202
H -2.60101 0.29064 -1.33784 -0.1 0.1 -0.1 0.187
H -3.59414 -1.90480 -0.80887 0.1 -0.2 0.0 0.462
O 0.16444 -4.12976 -0.20058 0.3 0.0 -0.2 -1.349
H -0.51858 -3.45483 -0.25869 -0.1 0.0 0.0 0.382

***

6.
23
Properties=species:S:1:pos:R:3:forces:R:3:nbo_charge:R:1 method="wB97M-V/def2-TZVPD" smiles=CCNC[C@@H]([NH3+])CS e_above_lowest_ev=2.190 orbital_gap_ev=10.06 multiplicity=1 lumo_ev=-3.0 total_charge=+1
C 1.57782 -0.89193 -1.89195 3.2 -4.2 0.3 -0.627
C 2.29799 -0.55660 -0.62955 0.3 0.8 2.1 -0.217
N 1.52612 0.21682 0.41251 -1.7 -0.9 0.2 -0.654
C 0.35099 -0.63842 0.91381 -0.4 1.0 -1.1 -0.251
C -0.89804 0.31583 1.00192 0.5 0.8 1.7 -0.061
N -0.67495 1.70153 0.30617 2.2 -0.1 3.1 -0.771
C -2.25114 -0.21385 0.57381 0.8 -1.0 -2.4 -0.587
S -3.52889 1.02144 0.75147 -0.8 0.7 0.3 -0.013
H 0.91009 -0.23795 -2.29719 -1.4 2.2 -1.1 0.209
H 2.52955 -1.10855 -2.59151 -2.8 0.2 0.9 0.252
H 1.02209 -1.83771 -1.64223 0.5 0.6 -1.1 0.208
H 2.59372 -1.45795 -0.06127 0.3 0.1 -0.9 0.195
H 3.18270 0.00739 -0.89624 0.2 0.3 0.4 0.216
H 2.11302 0.50475 1.17668 0.4 -0.2 0.2 0.393
H 0.16432 -1.36339 0.12520 0.1 -0.2 0.1 0.209
H 0.31736 -1.19778 1.90766 1.0 0.8 -1.3 0.236
H -0.82406 0.47155 2.10969 -0.9 0.9 -0.9 0.223
H 0.50206 1.65826 0.25648 -2.3 -0.2 -0.2 0.479
H -1.10520 2.50371 0.94130 1.1 -2.1 -2.1 0.472
H -1.04952 1.67726 -0.62922 -0.3 0.4 -0.3 0.428
H -2.59953 -1.05724 1.12050 0.2 -0.7 0.9 0.261
H -2.12558 -0.67408 -0.47741 -0.4 1.1 1.2 0.242
H -4.03093 1.15692 -0.48061 0.3 -0.2 -0.2 0.156

***

7.
23
Properties=species:S:1:pos:R:3:forces:R:3:nbo_charge:R:1 method="wB97M-V/def2-TZVPD" smiles="CN(N)CN.C=CC" e_above_lowest_ev=2.604 orbital_gap_ev=9.56 multiplicity=1 lumo_ev=1.1
C 0.63376 -1.00633 -1.54244 1.6 0.5 0.9 -0.422
N 1.58780 -0.13569 -0.74376 -1.0 -0.9 -0.8 -0.295
N 1.21862 1.21625 -0.85868 -0.5 0.6 -0.2 -0.670
C 1.66920 -0.58975 0.63284 -0.4 -0.2 0.2 -0.064
N 2.43885 0.36032 1.41355 0.3 -0.1 0.0 -0.848
H -0.36840 -1.13208 -1.12705 0.0 0.4 0.2 0.173
H 1.09152 -1.99290 -1.54357 0.0 -0.2 -0.2 0.192
H 0.60530 -0.61467 -2.55349 -0.1 0.0 0.0 0.216
H 0.47269 1.45794 -0.19946 0.3 -0.1 -0.1 0.331
H 2.02563 1.79010 -0.64439 -0.2 -0.1 0.0 0.356
H 0.66174 -0.63895 1.09129 0.3 -0.1 -0.1 0.158
H 2.09630 -1.60572 0.61043 -0.1 0.1 0.0 0.159
H 2.47024 0.06840 2.38311 0.0 0.0 -0.1 0.362
H 3.39212 0.39642 1.06193 0.0 0.0 0.1 0.356
C -1.48747 0.41257 1.38623 -0.1 0.2 -0.3 -0.424
C -1.96032 0.75636 0.19447 -0.6 0.1 0.5 -0.170
C -2.86260 -0.10147 -0.63290 0.2 0.0 -0.1 -0.653
H -0.91647 1.09559 1.99267 0.2 0.1 0.1 0.204
H -1.65315 -0.57140 1.79662 -0.1 -0.2 0.0 0.191
H -1.81936 1.76754 -0.17643 0.2 0.0 0.0 0.197
H -2.88629 -1.12380 -0.25786 0.0 0.0 0.0 0.210
H -2.53130 -0.10699 -1.67320 -0.1 -0.1 0.0 0.219
H -3.87841 0.29825 -0.60992 0.0 0.0 -0.1 0.223

***

8.
23
Properties=species:S:1:pos:R:3:forces:R:3:nbo_charge:R:1 method="wB97M-V/def2-TZVPD" e_above_lowest_ev=3.081 orbital_gap_ev=8.15 multiplicity=1 lumo_ev=1.0
C 0.41171 -0.34566 -0.27926 1.2 3.3 -3.2 0.388
C -0.47638 0.58326 0.40471 -2.5 -3.9 4.3 -0.418
C -1.21077 -0.49199 1.66246 0.0 2.2 -1.6 -0.231
C 1.73025 -0.66833 0.38302 0.5 0.2 -0.2 -0.659
C -0.29807 1.54418 -2.37059 -0.4 -0.2 0.3 -0.427
N 0.77231 0.99707 -1.56975 1.3 -1.2 0.1 -0.780
N -0.13373 -1.37664 -1.02413 -0.4 -0.5 0.2 -0.827
N -0.34837 -0.71583 2.79148 0.2 -0.1 0.5 -0.866
H 1.33445 1.76833 -1.20938 -0.1 -0.4 0.3 0.333
H 0.55092 -1.86861 -1.58375 0.0 0.2 0.1 0.381
H -0.91444 -1.08684 -1.59874 0.0 0.0 0.1 0.375
H -0.09778 -1.70001 2.86812 -0.1 0.4 0.2 0.362
H -0.79026 -0.40560 3.65063 0.3 -0.2 -0.1 0.367
H 0.03372 1.32472 1.01173 0.0 0.1 -0.3 0.228
H -1.36413 0.91713 -0.12757 0.4 0.2 -0.2 0.211
H -2.10461 0.07813 1.93522 0.1 -0.1 0.2 0.175
H -1.56986 -1.44063 1.26210 0.2 0.2 -0.6 0.186
H 2.27382 -1.47520 -0.11895 -0.2 0.1 -0.2 0.212
H 2.37879 0.21234 0.35662 -0.1 -0.1 0.0 0.233
H 1.63873 -0.94573 1.43333 -0.4 0.1 -0.1 0.245
H -0.82058 0.74366 -2.91127 0.0 0.0 0.1 0.169
H -1.06362 2.12463 -1.81612 0.0 -0.1 -0.1 0.140
H 0.06790 2.22760 -3.14991 0.2 -0.2 0.2 0.203

***

9.
23
Properties=species:S:1:pos:R:3:forces:R:3:nbo_charge:R:1 method="wB97M-V/def2-TZVPD" smiles=NCCCCNCN e_above_lowest_ev=1.967 orbital_gap_ev=9.70 multiplicity=1 lumo_ev=1.0
N -1.62953 2.06393 0.19743 0.8 0.1 -0.4 -0.850
C -0.16905 2.38125 0.22844 -0.5 -0.1 0.3 -0.236
C 0.64905 1.44261 -0.68228 -0.6 0.1 -1.2 -0.429
C 1.49294 0.29648 -0.09498 -0.9 0.4 -0.9 -0.413
C 0.68221 -0.42181 1.00344 0.8 -1.2 -0.3 -0.237
N 0.58321 -1.92235 0.89607 -1.0 1.8 0.0 -0.652
C -0.61002 -2.35950 0.20096 1.9 -0.6 -1.4 -0.051
N -0.87900 -1.65081 -1.09794 0.1 0.2 0.7 -0.887
H -2.02719 1.78613 1.08035 0.1 -0.2 0.1 0.358
H -1.72166 1.32433 -0.48643 -0.5 -0.1 0.3 0.360
H -0.07826 3.41331 -0.09625 0.2 0.1 -0.4 0.187
H 0.20884 2.42900 1.26012 -0.1 -0.4 -0.1 0.182
H 1.13559 2.05243 -1.45141 0.8 0.0 0.5 0.210
H -0.00195 0.87371 -1.37141 -0.6 0.4 0.6 0.214
H 1.56644 -0.37769 -0.96033 0.5 -0.1 0.5 0.206
H 2.46931 0.66874 0.16697 0.4 -0.2 0.5 0.201
H 1.05456 -0.18639 1.98425 0.4 0.1 0.5 0.194
H -0.31715 0.01503 0.96585 -0.1 -0.6 0.0 0.205
H 1.37595 -2.50103 0.68363 0.5 0.7 -0.2 0.367
H -0.27172 -3.39844 -0.09264 -1.6 0.4 0.9 0.168
H -1.40891 -2.17300 0.91897 -0.6 -0.7 -0.6 0.185
H -0.27035 -2.00974 -1.82553 -0.1 0.0 0.1 0.354
H -1.83330 -1.74620 -1.42730 0.0 -0.1 0.2 0.364

***

10.
23
Properties=species:S:1:pos:R:3:forces:R:3:nbo_charge:R:1 method="wB97M-V/def2-TZVPD" smiles=CN[C@@H](C)CNCN e_above_lowest_ev=3.936 orbital_gap_ev=9.26 multiplicity=1 lumo_ev=1.1
C -0.21011 1.77895 -2.30950 -1.7 -0.9 -3.1 -0.424
N -0.02918 0.28508 -2.10321 -2.0 -1.0 -0.9 -0.670
C -0.75607 -0.36949 -0.86252 -0.8 1.9 -2.4 -0.037
C -1.28172 -1.78444 -1.25137 2.5 -0.6 0.6 -0.634
C 0.33813 -0.59692 0.16148 0.6 -2.2 1.1 -0.250
N 0.17920 0.00058 1.46932 1.7 0.1 -0.2 -0.672
C 1.41170 0.28150 2.25027 0.1 -3.6 1.1 -0.045
N 0.99262 0.27301 3.65605 2.9 3.6 0.7 -0.851
H -0.96508 2.14871 -1.59185 0.9 0.2 0.0 0.195
H -0.74403 2.02746 -3.39569 1.2 -0.9 2.6 0.177
H 0.74828 2.32905 -2.43479 -0.6 -0.4 0.9 0.204
H -0.35012 -0.30525 -2.96747 0.7 1.9 2.1 0.362
H -1.71645 0.32570 -0.48174 2.6 -1.6 -0.9 0.174
H -1.86484 -1.97817 -0.35335 -0.5 -0.9 -0.4 0.223
H -1.71940 -2.00953 -2.22334 -0.7 0.8 0.2 0.218
H -0.36958 -2.51772 -1.24914 -1.6 1.3 0.2 0.209
H 1.31704 -0.37552 -0.36474 -1.0 -0.3 0.8 0.216
H 0.24101 -1.70741 0.45118 0.9 1.3 -0.9 0.180
H -0.53024 0.68761 1.43578 -0.3 1.3 0.4 0.361
H 2.08515 1.13545 1.96559 -0.9 -0.6 0.3 0.177
H 2.10696 -0.74686 2.31606 -1.6 2.6 -1.5 0.172
H 0.99386 1.22083 4.07657 0.0 -0.9 -0.4 0.348
H 0.12286 -0.10260 3.80642 -2.4 -1.2 -0.1 0.364

***

no.,DFT total energy (eV)
1,-10449.31531
2,-10448.98242
3,-10447.47545
4,-14548.40498
5,-27927.92252
6,-19235.62361
7,-9896.54720
8,-9896.06981
9,-9897.18400
10,-9895.21512